{
  "formula": "C29H47BBrClFN4O6P",
  "method": "wB97M-V/def2-TZVPD",
  "smiles": "CCP(C)[C@@H](C[C@@H](O)CN)O[C@](Cl)(CCCN)[C@H](Br)O[C@](CCc1ccccc1)(B(N)O)[C@@H](C)F.O=[N+]([O-])c1ccccc1",
  "total_charge": 0,
  "lumo_ha": -0.0210,
  "multiplicity": 1,
  "species": ["C", "C", "P", "C", "C", "C", "C", "O", "C", "N", "O", "C", "Cl", "C", "C", "C", "N", "C", "Br", "O", "C", "C", "C", "C", "C", "C", "C", "C", "C", "B", "N", "O", "C", "C", "F", "H", "H", "H", "H", "H", "H", "H", "H", "H", "H", "H", "H", "H", "H", "H", "H", "H", "H", "H", "H", "H", "H", "H", "H", "H", "H", "H", "H", "H", "H", "H", "H", "H", "H", "H", "H", "H", "H", "H", "H", "H", "H", "O", "N", "O", "C", "C", "C", "C", "C", "C", "H", "H", "H", "H", "H"],
  "xyz": [[2.98845, -3.76995, 2.99966], [2.73834, -2.29848, 2.65393], [1.45768, -2.12466, 1.32928], [-0.03875, -1.75533, 2.32700], [1.95007, -0.42069, 0.64588], [2.74893, -0.46425, -0.66344], [3.57503, -1.73570, -0.87370], [2.75614, -2.72792, -1.48067], [4.78462, -1.46569, -1.78904], [4.54031, -1.55471, -3.22088], [0.88930, 0.54352, 0.68901], [-0.03177, 0.69468, -0.33846], [-0.55750, -0.89325, -0.98663], [0.47540, 1.64508, -1.45629], [0.26495, 1.25640, -2.91384], [-1.17710, 1.36872, -3.42346], [-1.19899, 1.94992, -4.77067], [-1.30734, 1.35001, 0.27855], [-0.73173, 2.79227, 1.51575], [-2.11043, 0.47205, 0.93785], [-3.54954, 0.61521, 0.77007], [-3.90903, 0.34782, -0.69673], [-5.38632, 0.07600, -1.00513], [-5.88736, -1.33228, -0.77895], [-5.12100, -2.44973, -1.08066], [-5.61041, -3.72988, -0.86523], [-6.87465, -3.91375, -0.33904], [-7.65295, -2.80950, -0.04811], [-7.15987, -1.53436, -0.26423], [-4.12287, 2.07240, 1.25416], [-4.12605, 2.44255, 2.62598], [-4.70598, 2.93394, 0.31994], [-4.14788, -0.44598, 1.71332], [-3.43994, -0.63168, 3.04567], [-5.49054, -0.09848, 1.91576], [2.91011, -4.40382, 2.11734], [3.97742, -3.90581, 3.43712], [2.26742, -4.13421, 3.73200], [2.43573, -1.74645, 3.54655], [3.67119, -1.84284, 2.31470], [0.19772, -1.77856, 3.39110], [-0.79277, -2.51557, 2.13169], [-0.45325, -0.77926, 2.09410], [2.64286, -0.04311, 1.40132], [3.43402, 0.38780, -0.64046], [2.12253, -0.37686, -1.54603], [3.97465, -2.10110, 0.07742], [2.46332, -3.34350, -0.80029], [5.53015, -2.22740, -1.56143], [5.19025, -0.48066, -1.55823], [3.66723, -1.11974, -3.48641], [4.50953, -2.52060, -3.50864], [0.05105, 2.63441, -1.27454], [1.54364, 1.74314, -1.28455], [0.84906, 1.95796, -3.51510], [0.67229, 0.26962, -3.12729], [-1.65318, 0.39226, -3.48080], [-1.75272, 1.98857, -2.72251], [-1.03990, 2.94697, -4.72718], [-2.08305, 1.78330, -5.22897], [-1.82103, 1.85651, -0.53523], [-3.64374, 1.24100, -1.26719], [-3.29814, -0.45915, -1.10203], [-6.03481, 0.78807, -0.49922], [-5.51327, 0.26962, -2.07521], [-4.12390, -2.34127, -1.48929], [-4.98319, -4.57908, -1.10037], [-7.24555, -4.91236, -0.15735], [-8.64207, -2.93594, 0.36959], [-7.76310, -0.66923, -0.02162], [-4.49178, 3.37487, 2.76950], [-3.24272, 2.34590, 3.10454], [-4.06749, 3.54775, -0.05206], [-4.13995, -1.40398, 1.18936], [-2.78541, -1.49822, 2.99525], [-4.20328, -0.84886, 3.79270], [-2.87690, 0.23873, 3.36394], [6.78946, -0.07529, 1.07920], [7.42280, 0.82704, 0.57065], [8.53000, 0.71504, 0.09261], [6.78042, 2.15368, 0.52029], [5.52225, 2.30296, 1.07395], [4.92194, 3.55061, 1.02821], [5.58198, 4.61893, 0.43484], [6.84329, 4.44308, -0.11878], [7.45466, 3.20006, -0.07884], [5.02461, 1.46084, 1.53092], [3.93900, 3.68772, 1.45775], [5.11143, 5.59251, 0.40431], [7.35394, 5.27520, -0.58301], [8.43402, 3.04438, -0.50498]],
  "mulliken_charge": [-1.478, -0.289, -0.071, -0.929, -0.224, 1.078, -0.038, -0.612, -0.977, -0.654, -0.353, 1.654, -0.179, -1.253, -0.918, 0.124, -0.756, -1.384, -0.180, 0.169, 0.604, -0.421, -1.578, 0.540, -0.201, -0.708, -0.455, -0.713, -0.303, 0.714, -0.408, -0.723, 0.305, -1.462, -0.441, 0.357, 0.389, 0.368, 0.559, 0.213, 0.487, 0.339, -0.014, 0.366, 0.210, -0.770, 0.111, 0.390, 0.462, 0.237, 0.225, 0.314, 0.637, 0.386, 0.465, 0.205, 0.375, -0.002, 0.230, 0.269, 0.481, 0.160, 0.167, 0.430, 0.558, 0.385, 0.406, 0.384, 0.377, 0.377, 0.210, 0.198, 0.292, 0.284, 0.268, 0.473, 0.263, -0.590, 1.069, -0.612, -0.025, -0.210, -0.467, -0.490, -0.375, -0.505, 0.515, 0.439, 0.394, 0.378, 0.473]
}